Entry 1:
C43H37GeN5O2PdS2Se | wB97M-V/def2-TZVPD

Output
frontier orbital gap (spin up / spin down) = 6.33 / 6.32 eV
net charge = +2
HOMO (spin up / spin down) = -13.133 / -13.134 eV
multiplicity = 1
lowest unoccupied orbital energy (spin up / spin down) = -6.8 / -6.8 eV

The geometry in XYZ format:
```
92
Properties=species:S:1:pos:R:3:forces:R:3:lowdin_charge:R:1
Pd -1.09656 0.66704 -0.14005 -2.335 1.652 -2.110 0.6105
C 4.89903 -0.44984 -4.71259 0.081 0.019 -0.063 -0.0242
C 4.25126 0.12930 -3.50092 -0.169 0.176 0.133 -0.2612
C 3.41684 1.24088 -3.59876 0.194 0.025 0.158 -0.0200
C 2.67123 1.65996 -2.51194 -0.105 0.194 -0.026 -0.0451
C 2.77900 0.98189 -1.31105 -0.482 0.223 0.168 -0.2700
C 3.67389 -0.06625 -1.16078 0.125 -0.191 0.192 -0.0415
C 4.40341 -0.48661 -2.25734 -0.086 0.211 0.204 -0.0236
S 1.56576 1.31193 -0.06309 1.449 0.202 -0.300 0.6826
O 2.02028 1.82954 1.19379 0.484 0.229 0.106 -0.2508
O 1.04841 -0.12304 0.18351 0.708 0.064 0.500 -0.5228
N 0.38730 2.08899 -0.72627 -0.247 -2.420 0.226 -0.1987
C 0.06269 3.41276 -0.50720 -0.137 1.618 0.297 -0.2765
C 0.99460 4.43199 -0.45627 -0.481 -0.714 -0.055 0.0051
C 0.57739 5.76193 -0.32314 -0.333 0.367 0.003 -0.0363
C -0.75169 6.08928 -0.22728 0.289 -0.078 0.019 -0.0063
C -1.73382 5.07572 -0.23035 0.210 -0.493 -0.065 -0.1379
C -3.11504 5.32281 -0.07638 -0.113 -0.309 -0.072 0.0268
C -3.99599 4.27170 -0.08067 0.178 0.267 0.022 -0.0176
C -3.49735 2.96683 -0.20502 -0.028 -0.249 -0.091 -0.1269
N -2.21798 2.69857 -0.33203 0.024 -0.872 0.168 0.0460
C -1.32537 3.72187 -0.36970 0.530 0.447 0.017 -0.1699
H 4.94354 0.26696 -5.52578 0.007 0.069 -0.099 0.0891
H 4.31065 -1.30604 -5.04662 0.025 -0.086 -0.089 0.0865
H 5.90445 -0.80380 -4.50489 0.093 -0.054 0.023 0.0929
H 3.32923 1.77302 -4.53419 -0.025 -0.009 -0.092 0.1264
H 1.98375 2.48775 -2.59216 -0.118 0.062 -0.178 0.1139
H 3.77036 -0.55621 -0.20236 0.054 -0.144 0.053 0.1234
H 5.08686 -1.31437 -2.15364 0.078 -0.131 0.020 0.1285
H 2.04506 4.18156 -0.51495 0.085 0.114 -0.056 0.1213
H 1.32501 6.53921 -0.31424 0.053 0.098 0.048 0.1200
H -1.06696 7.11784 -0.13169 0.028 0.079 0.004 0.1251
H -3.45746 6.34010 0.04016 -0.071 0.096 0.004 0.1316
H -5.05807 4.42485 0.02493 -0.077 0.010 -0.002 0.1189
H -4.17810 2.11873 -0.20128 0.052 0.101 0.070 0.0754
C -2.51496 -3.45639 -1.43016 -0.069 0.043 -0.765 -0.0065
N -2.69386 -3.36368 -0.00571 -0.065 0.524 0.704 -0.0478
C -2.89653 -2.24456 0.70827 -0.053 0.004 0.474 -0.6385
Se -3.16421 -0.48320 0.13414 -0.146 0.119 -0.122 0.8103
N -3.06324 -2.57572 2.00572 0.078 -0.038 -0.561 0.1368
C -2.97413 -3.94224 2.14449 0.167 -0.577 -0.449 -0.1659
C -3.08003 -4.77756 3.24589 -0.021 -0.051 0.002 0.0123
C -2.95037 -6.13311 3.01631 -0.040 0.225 0.128 -0.0481
C -2.71884 -6.63846 1.73619 0.029 0.009 -0.234 -0.0480
C -2.60990 -5.81352 0.63362 0.015 -0.023 -0.017 0.0153
C -2.73715 -4.44849 0.85352 -0.104 -0.139 0.842 -0.1431
H -2.33983 -2.46138 -1.83994 -0.033 -0.125 0.100 0.0556
H -3.40607 -3.88039 -1.89707 0.030 0.009 0.084 0.1190
H -1.66577 -4.10303 -1.65356 -0.012 0.059 0.057 0.1043
H -3.26091 -1.90466 2.73587 0.048 0.081 -0.174 0.1483
H -3.26857 -4.38326 4.23035 -0.030 0.017 0.167 0.1214
H -3.04062 -6.82230 3.83964 0.006 -0.053 0.123 0.1186
H -2.63104 -7.70539 1.60716 0.006 -0.096 -0.047 0.1187
H -2.44884 -6.22168 -0.34996 0.037 -0.041 -0.152 0.1200
S 1.36336 -1.99832 -3.38331 -0.467 0.271 0.049 1.1211
C 0.34640 -1.74274 -2.01485 0.155 -0.089 -0.360 -0.4646
N -0.42926 -0.70860 -2.04990 0.001 -0.006 0.779 -0.0158
C -0.25474 0.00403 -3.21370 0.270 0.010 -0.802 -0.3233
C -0.90997 1.18690 -3.55821 -0.055 -0.018 0.068 -0.0199
C -0.62850 1.75941 -4.78044 -0.099 0.018 0.147 -0.0536
C 0.27030 1.16496 -5.66910 0.195 -0.165 -0.050 -0.0583
C 0.93715 0.00264 -5.33953 -0.023 0.025 -0.111 -0.0837
C 0.68187 -0.56425 -4.10011 -0.323 -0.115 0.417 -0.4479
H 0.38340 -2.42824 -1.18541 0.021 -0.050 0.193 0.0800
H -1.62687 1.61908 -2.86547 0.076 0.006 -0.137 0.0978
H -1.11647 2.67477 -5.07403 -0.114 0.100 0.002 0.1129
H 0.44100 1.61678 -6.63418 0.027 0.057 -0.068 0.1169
H 1.62632 -0.46581 -6.02385 0.092 0.009 -0.135 0.1181
Ge 0.63780 -0.55857 2.01145 0.076 -0.850 0.957 1.0291
C 2.32321 -1.06412 2.88978 -0.891 0.424 -0.375 -0.3112
C 3.01732 -0.20987 3.73594 0.026 0.130 -0.029 -0.0973
C 4.11986 -0.68703 4.42763 -0.043 0.070 0.071 -0.0588
C 4.50855 -2.01168 4.30099 -0.123 -0.029 -0.071 -0.0538
C 3.82188 -2.85941 3.44370 0.073 -0.092 0.025 -0.0683
C 2.73610 -2.38400 2.73166 -0.223 0.014 -0.116 -0.1293
C -0.79232 0.59146 2.80117 0.977 -0.082 -0.336 -0.3135
C -1.06780 1.90514 2.41923 0.467 -0.025 0.353 -0.1413
C -2.12801 2.58574 3.00864 0.034 -0.106 -0.054 -0.0544
C -2.86695 1.98957 4.01649 0.034 0.066 -0.143 -0.0461
C -2.54587 0.71154 4.45072 -0.023 -0.220 -0.035 -0.0632
C -1.53143 0.00295 3.82758 0.149 -0.122 -0.136 -0.1385
H -0.05827 -1.88213 1.55828 0.115 0.212 0.140 0.0222
H 2.70033 0.81973 3.84468 0.053 0.015 0.069 0.1076
H 4.66469 -0.03326 5.08873 0.057 0.116 0.086 0.1135
H 5.33307 -2.38806 4.88570 0.130 -0.022 0.004 0.1150
H 4.11366 -3.89473 3.34732 0.073 -0.049 -0.021 0.1119
H 2.18876 -3.03833 2.06348 0.019 -0.123 0.042 0.0908
H -0.37354 2.43739 1.77303 -0.278 -0.065 0.060 0.0791
H -2.35654 3.59104 2.69038 0.004 0.175 0.012 0.1119
H -3.67261 2.52997 4.48723 -0.084 0.070 0.063 0.1170
H -3.08284 0.27192 5.27884 -0.042 -0.037 0.046 0.1152
H -1.26378 -0.99366 4.16494 -0.119 -0.040 0.095 0.1054
```
Positions in Å, forces in eV/Å.

***

Entry 2:
C43H38Cl3F3N2O3S2SbSeSiTi | wB97M-V/def2-TZVPD

Output
frontier orbital gap (spin up / spin down) = 5.10 / 5.68 eV
net charge = -2
relative energy (zero: lowest compared OMol25 entry of this formula, charge and spin) = 16.70 kJ/mol
<S²> = 0.78
HOMO (spin up / spin down) = -1.223 / -1.798 eV
multiplicity = 2
lowest unoccupied orbital energy (spin up / spin down) = 3.9 / 3.9 eV

The geometry in XYZ format:
```
98
Properties=species:S:1:pos:R:3:forces:R:3:mulliken_spin:R:1
Ti -1.17994 -0.78250 0.23004 -0.358 -0.674 0.070 0.0115
Cl 0.35741 -5.71664 5.33844 0.009 0.000 -0.011 -0.0020
C 0.07406 -4.76788 3.88404 -0.056 0.009 0.103 -0.0992
C 0.86676 -4.99504 2.76961 0.011 0.024 -0.115 0.1955
C 0.63092 -4.22970 1.62840 0.022 -0.036 0.110 -0.0926
C -0.36172 -3.25994 1.60414 -0.049 0.067 -0.076 0.1352
O -0.54806 -2.53191 0.50995 0.177 0.185 0.039 0.0453
C -1.19578 -3.05040 2.73982 0.014 -0.105 0.147 -0.0416
C -2.27360 -2.13976 2.73683 0.089 -0.018 -0.071 0.4344
N -2.59006 -1.33220 1.69355 -0.181 -0.021 -0.176 0.0727
C -3.82819 -0.73007 1.67236 0.065 0.131 -0.147 -0.1521
C -4.87450 -0.90662 2.55974 -0.007 0.020 -0.023 0.1684
C -6.08975 -0.20915 2.38614 0.002 -0.042 0.052 -0.0284
C -6.30456 0.63502 1.33670 0.137 -0.014 -0.079 0.0892
C -5.26695 0.81701 0.38311 -0.236 0.116 0.090 -0.0125
C -5.37590 1.66291 -0.73531 0.030 0.014 -0.055 -0.0031
C -4.32572 1.79179 -1.60195 0.072 -0.106 0.087 -0.0040
C -3.14706 1.07441 -1.34784 -0.137 0.065 -0.020 0.0107
N -3.02269 0.27640 -0.30952 0.104 0.127 0.178 -0.0026
C -4.05229 0.14742 0.56342 0.163 -0.151 0.045 0.0354
C -0.93183 -3.83008 3.88956 0.006 0.004 -0.044 0.1144
H 1.64623 -5.74348 2.78898 0.000 -0.005 0.012 0.0202
H 1.22228 -4.38059 0.73336 -0.004 0.030 -0.017 -0.0073
H -2.85902 -2.06473 3.64639 0.004 -0.020 0.008 0.0409
H -4.77688 -1.58007 3.39834 -0.017 0.005 0.006 0.0255
H -6.87298 -0.35436 3.12151 0.006 -0.006 0.003 -0.0018
H -7.23322 1.17921 1.22398 -0.010 0.002 0.004 0.0061
H -6.29239 2.22158 -0.88935 -0.003 -0.002 0.018 -0.0009
H -4.37006 2.45012 -2.45761 0.001 0.003 -0.005 0.0003
H -2.28542 1.15766 -1.99511 -0.001 0.007 -0.007 0.0047
H -1.53502 -3.68528 4.77664 0.003 -0.010 0.015 0.0078
C 1.34466 2.30118 2.85253 0.044 0.020 0.030 0.0001
C 0.83323 1.50784 1.68484 0.032 0.080 -0.181 -0.0012
S -0.06172 0.06847 2.10244 -0.055 0.169 0.169 0.0248
C 0.92492 1.87888 0.39867 -0.023 -0.111 0.225 0.0015
C 1.59292 3.12396 -0.10089 0.012 0.046 -0.058 -0.0002
S 0.15629 0.87942 -0.80973 0.292 0.037 -0.175 -0.0013
H 1.62926 1.64104 3.67376 -0.001 -0.023 -0.012 0.0001
H 0.55958 2.96990 3.21640 -0.017 -0.007 -0.012 0.0000
H 2.21655 2.89981 2.58469 -0.002 0.016 0.008 0.0000
H 2.26514 3.54956 0.64377 0.015 0.000 0.003 -0.0001
H 0.84594 3.88252 -0.35145 -0.017 -0.007 0.010 0.0002
H 2.16774 2.91809 -1.00822 -0.001 -0.021 0.008 0.0002
F 7.07760 -5.71763 -2.80834 0.002 0.024 0.009 0.0000
C 6.06066 -4.87628 -2.47606 -0.018 -0.050 -0.033 0.0000
C 6.27700 -3.91768 -1.51021 -0.018 -0.022 -0.016 -0.0001
C 5.22793 -3.06432 -1.17964 0.044 0.027 0.076 0.0001
C 3.98587 -3.16054 -1.80048 0.051 -0.129 0.055 -0.0003
C 3.81711 -4.16160 -2.75678 -0.107 -0.039 -0.087 0.0000
C 4.84490 -5.02331 -3.11335 0.097 0.034 0.089 -0.0001
Sb 2.28313 -1.86155 -1.42377 -0.068 0.094 -0.169 -0.0042
C 3.28718 -0.72162 0.07774 0.044 0.112 0.146 0.0051
C 3.15894 -1.13625 1.40243 -0.033 -0.044 0.014 -0.0071
C 3.75082 -0.43047 2.44258 0.002 0.023 -0.048 -0.0039
C 4.46251 0.70779 2.13331 0.046 0.017 0.035 -0.0006
F 5.04506 1.41005 3.14014 -0.013 -0.003 -0.007 0.0000
C 4.59856 1.17176 0.84137 -0.043 -0.056 0.052 0.0000
C 3.99901 0.44725 -0.17967 -0.011 0.017 -0.086 0.0003
C 2.84673 -0.64452 -3.10979 0.033 0.052 -0.039 0.0001
C 4.17667 -0.45013 -3.47702 0.052 -0.007 -0.006 0.0000
C 4.52337 0.32175 -4.57830 -0.085 0.009 -0.018 0.0000
C 3.50458 0.88796 -5.31747 0.070 0.034 -0.026 0.0000
F 3.83478 1.64328 -6.40080 -0.029 -0.018 0.016 0.0000
C 2.17485 0.71448 -5.00319 0.032 -0.013 0.020 -0.0002
C 1.85419 -0.05667 -3.89102 -0.090 0.020 -0.004 0.0000
H 7.24426 -3.84715 -1.02991 0.003 0.006 0.006 0.0000
H 5.39333 -2.31064 -0.41660 -0.019 0.013 -0.023 0.0000
H 2.85571 -4.28079 -3.24873 0.001 0.029 0.007 0.0000
H 4.71483 -5.79663 -3.85839 -0.004 -0.007 -0.011 0.0000
H 2.56221 -2.00823 1.65038 -0.004 -0.006 -0.015 0.0097
H 3.63342 -0.73438 3.47390 -0.005 -0.007 0.006 0.0005
H 5.13879 2.08953 0.65043 0.004 0.007 -0.005 0.0001
H 4.07378 0.82411 -1.19228 0.006 -0.006 -0.013 0.0000
H 4.97201 -0.90775 -2.90066 0.006 -0.020 0.022 0.0001
H 5.55451 0.48089 -4.86465 0.006 0.003 -0.006 0.0000
H 1.40932 1.17442 -5.61348 -0.008 -0.004 0.002 0.0000
H 0.80959 -0.19996 -3.64315 -0.021 -0.029 0.022 0.0004
C -5.46255 5.44457 1.78212 -0.009 0.031 -0.015 -0.0001
Si -3.64456 5.15483 1.30775 0.030 -0.032 0.004 -0.0004
C -3.61639 5.39358 -0.57879 -0.002 -0.017 0.013 0.0000
C -2.72212 6.66948 1.98619 -0.013 0.024 -0.001 0.0000
Se -2.83667 3.24101 1.99926 0.014 0.054 -0.027 0.0017
H -5.83597 6.40272 1.40239 -0.010 0.007 -0.002 0.0000
H -5.57729 5.43205 2.86837 0.005 -0.009 0.009 -0.0001
H -6.08594 4.64356 1.37637 -0.005 -0.016 -0.001 0.0003
H -3.91932 6.40630 -0.86703 -0.007 0.013 0.000 0.0000
H -4.29514 4.68304 -1.05666 -0.008 -0.009 -0.011 0.0002
H -2.61390 5.20288 -0.96882 0.010 0.002 0.002 0.0000
H -3.17159 7.60891 1.64453 -0.005 0.011 0.001 0.0000
H -1.67849 6.64817 1.66390 0.010 -0.013 -0.001 0.0000
H -2.72991 6.65485 3.07849 -0.001 -0.001 0.007 0.0000
Cl -0.88705 -4.73287 -1.91351 0.010 0.102 0.011 0.0006
C -2.09634 -3.49208 -2.35066 -0.067 -0.227 -0.030 -0.0003
Cl -3.33696 -3.34240 -1.10252 -0.103 -0.052 0.062 0.0006
C -1.40902 -2.14975 -2.66426 0.150 0.006 -0.211 0.0021
O -1.06010 -1.99507 -3.82556 0.005 -0.028 0.033 0.0009
O -1.28124 -1.32664 -1.71192 -0.033 0.247 0.022 0.0001
H -2.57123 -3.85612 -3.25331 -0.029 0.049 0.012 0.0001
```
Positions in Å, forces in eV/Å.

***

Q: Among the records above, which one has the highest net charge?
A: C43H37GeN5O2PdS2Se

***

Q: Look up the net charge of the second one.
A: -2

***

Q: Which formula does entry 2 have?
A: C43H38Cl3F3N2O3S2SbSeSiTi

***

Q: Among the records above, which one has the lowest multiplicity?
A: C43H37GeN5O2PdS2Se